[1]
DFT (wB97M-V/def2-TZVPD) results for C2H4I3NO as an isolated structure in a non-equilibrium geometry.

Computed properties:
- HOMO: -8.9651 eV
- ΔE to the lowest compared entry with this formula, charge and spin: 0.0 kcal/mol

```
11
Properties=species:S:1:pos:R:3:mulliken_charge:R:1
C -0.707 -0.618 -0.753 -0.303
C 1.108 0.179 0.609 -0.728
N 0.666 -0.711 -0.407 -0.390
O -1.404 -1.216 0.281 -0.486
I 3.261 0.127 0.538 0.087
I 1.134 -2.718 -0.103 0.156
I -3.337 -0.690 0.514 0.217
H -0.961 -1.228 -1.710 0.274
H -0.940 0.484 -0.956 0.404
H 0.606 0.110 1.575 0.384
H 0.753 1.238 0.247 0.385
```

=====

[2]
DFT (wB97M-V/def2-TZVPD) results for a 2-piece molecular cluster, C2H4IN3S overall in a non-equilibrium geometry.

Computed properties:
- HOMO: -8.7467 eV
- ΔE to the lowest compared entry with this formula, charge and spin: 16.9 kcal/mol

```
11
Properties=species:S:1:pos:R:3:mulliken_charge:R:1
C 0.213 1.908 2.302 0.476
C -0.162 -0.852 -0.325 -0.844
N -0.584 1.845 3.129 -0.363
N 1.498 1.711 0.401 -0.265
N 0.878 2.326 1.275 -0.127
S -0.265 0.477 -1.477 -0.193
I -2.406 1.424 -1.273 0.073
H -0.113 -1.713 -0.973 0.344
H 0.448 -0.808 0.533 0.308
H -1.149 -1.018 -0.036 0.339
H 1.855 2.225 -0.317 0.252
```